Computed, not measured: 7 unconnected molecules or ions with the total composition C33H57F5NO11 at a distorted geometry, with ωB97M-V/def2-TZVPD.

For the total energy, the calculation gives -72741.957 eV. The calculation puts the HOMO energy at -4.26 eV. Its HOMO-LUMO gap is 5.8184 eV. As for the net charge: -1. The spin multiplicity is 1. The value obtained for the LUMO energy is 1.561 eV.

Last columns: bonded neighbours and bond lengths (Å).
CARTESIAN COORDINATES (ANGSTROEM)
1 C 4.5166 1.8192 0.0937  C2 1.610, H27 1.154, H28 1.156, H29 1.157
2 C 3.9784 2.9029 -0.9686  C1 1.610, C3 1.614, H30 1.165, H31 1.155
3 C 2.4074 3.2468 -0.8266  C2 1.614, O4 1.445, H32 1.162, H33 1.139
4 O 1.8865 3.4721 -2.1557  C3 1.445, C5 1.449
5 C 0.9460 2.4549 -2.5810  O4 1.449, O6 1.423, C9 1.653, C16 1.602
6 O 1.3516 1.0986 -2.7270  C5 1.423, C7 1.437
7 C 1.0007 0.2155 -1.6495  O6 1.437, C8 1.632, H34 1.160, H35 1.139
8 C -0.2869 -0.7386 -1.9570  C7 1.632, H36 1.150, H37 1.162, H38 1.140
9 C 0.8289 2.8707 -4.1763  C5 1.653, O10 1.258, N11 1.469
10 O 1.8604 2.6866 -4.8722  C9 1.258
11 N -0.5095 3.3560 -4.5387  C9 1.469, C12 1.520, H39 1.027
12 C -1.4817 2.7558 -3.5359  N11 1.520, C13 1.602, C16 1.629, H40 1.155
13 C -1.8561 1.2963 -4.0791  C12 1.602, O14 1.288, O15 1.396
14 O -2.7905 0.6573 -3.4649  C13 1.288
15 O -1.2466 0.7460 -5.2079  C13 1.396
16 C -0.5522 2.8776 -2.2033  C5 1.602, C12 1.629, C17 1.603, H41 1.162
17 C -1.2045 2.5212 -0.7830  C16 1.603, C18 1.635, H42 1.151, H43 1.159
18 C -2.1178 3.7437 -0.1946  C17 1.635, C19 1.612, H44 1.160, H45 1.144
19 C -3.6981 3.4264 -0.2325  C18 1.612, C20 1.605, H46 1.158, H47 1.141
20 C -4.2310 2.6136 1.0452  C19 1.605, F21 1.429, F22 1.453, C23 1.606
21 F -3.8199 3.1757 2.2932  C20 1.429
22 F -5.6798 2.7159 1.0262  C20 1.453
23 C -3.9039 1.0421 1.0003  C20 1.606, F24 1.430, F25 1.418, F26 1.436
24 F -4.1735 0.4684 -0.2820  C23 1.430
25 F -2.5885 0.7383 1.4344  C23 1.418
26 F -4.7849 0.3705 1.9133  C23 1.436
27 H 4.5060 2.2198 1.1759  C1 1.154
28 H 5.6173 1.6008 -0.1836  C1 1.156
29 H 3.9363 0.8222 0.0037  C1 1.157
30 H 4.5651 3.8866 -0.7531  C2 1.165
31 H 4.2864 2.6132 -2.0439  C2 1.155
32 H 2.3647 4.2717 -0.2812  C3 1.162
33 H 1.8196 2.5204 -0.1749  C3 1.139
34 H 1.8794 -0.5290 -1.5079  C7 1.160
35 H 0.8253 0.6884 -0.6278  C7 1.139
36 H -0.2899 -1.1013 -3.0482  C8 1.150
37 H -0.1198 -1.6695 -1.2816  C8 1.162
38 H -1.2742 -0.2779 -1.6212  C8 1.140
39 H -0.7857 3.2772 -5.5244  N11 1.027
40 H -2.4224 3.4249 -3.5045  C12 1.155
41 H -0.4627 4.0349 -2.1395  C16 1.162
42 H -0.4423 2.2888 0.0477  C17 1.151
43 H -1.9543 1.6519 -0.9424  C17 1.159
44 H -1.8503 3.8759 0.9264  C18 1.160
45 H -1.8720 4.7438 -0.6924  C18 1.144
46 H -4.2359 4.4513 -0.1965  C19 1.158
47 H -3.9757 2.9343 -1.2242  C19 1.141
48 C -1.8433 -4.7238 0.1375  C49 1.506, H52 1.092, H53 1.092, H54 1.092
49 C -0.3949 -4.4486 -0.1691  C48 1.506, O50 1.218, C51 1.505
50 O 0.0103 -3.3128 -0.3372  C49 1.218
51 C 0.5318 -5.6315 -0.2599  C49 1.505, H55 1.092, H56 1.092, H57 1.092
52 H -2.3917 -3.7796 0.1721  C48 1.092
53 H -2.2760 -5.3513 -0.6446  C48 1.092
54 H -1.9307 -5.2153 1.1091  C48 1.092
55 H 0.2048 -6.2995 -1.0595  C51 1.092
56 H 0.5507 -6.1634 0.6933  C51 1.092
57 H 1.5416 -5.2834 -0.4859  C51 1.092
58 C 4.7584 7.4761 1.0973  C59 1.506, H62 1.092, H63 1.092, H64 1.092
59 C 4.9852 6.0653 1.5719  C58 1.506, O60 1.217, C61 1.506
60 O 4.9229 5.1229 0.8050  C59 1.217
61 C 5.2919 5.8656 3.0327  C59 1.506, H65 1.092, H66 1.092, H67 1.092
62 H 4.5479 7.4678 0.0256  C58 1.092
63 H 3.9028 7.9108 1.6188  C58 1.092
64 H 5.6539 8.0761 1.2735  C58 1.092
65 H 4.4601 6.2288 3.6403  C61 1.092
66 H 6.2111 6.3940 3.2951  C61 1.092
67 H 5.4315 4.8006 3.2309  C61 1.092
68 C 4.6455 -6.8806 1.0973  C69 1.506, H72 1.092, H73 1.092, H74 1.092
69 C 3.8816 -7.7158 0.1041  C68 1.506, O70 1.218, C71 1.504
70 O 2.6655 -7.7819 0.1366  C69 1.218
71 C 4.6792 -8.4645 -0.9285  C69 1.504, H75 1.094, H76 1.093, H77 1.093
72 H 3.9431 -6.3981 1.7808  C68 1.092
73 H 5.3183 -7.5160 1.6775  C68 1.092
74 H 5.2122 -6.1072 0.5745  C68 1.092
75 H 5.3551 -9.1712 -0.4373  C71 1.094
76 H 5.2476 -7.7607 -1.5412  C71 1.093
77 H 3.9987 -9.0225 -1.5762  C71 1.093
78 C -7.5811 1.3282 4.0940  C79 1.505, H82 1.092, H83 1.092, H84 1.092
79 C -9.0371 1.1741 3.7455  C78 1.505, O80 1.218, C81 1.506
80 O -9.8847 1.9041 4.2280  C79 1.218
81 C -9.4052 0.0819 2.7767  C79 1.506, H85 1.092, H86 1.092, H87 1.092
82 H -7.4634 2.1526 4.8009  C78 1.092
83 H -7.2113 0.4122 4.5598  C78 1.092
84 H -7.0054 1.5543 3.1935  C78 1.092
85 H -9.1161 -0.8893 3.1839  C81 1.092
86 H -8.9101 0.2528 1.8183  C81 1.092
87 H -10.4860 0.0877 2.6184  C81 1.092
88 C -8.0694 6.7535 1.2327  C89 1.506, H92 1.092, H93 1.092, H94 1.092
89 C -6.5815 6.7674 1.0027  C88 1.506, O90 1.217, C91 1.506
90 O -6.1046 6.4445 -0.0690  C89 1.217
91 C -5.7064 7.1961 2.1507  C89 1.506, H95 1.092, H96 1.092, H97 1.092
92 H -8.5733 6.4245 0.3212  C88 1.092
93 H -8.3145 6.0584 2.0386  C88 1.092
94 H -8.4166 7.7589 1.4811  C88 1.092
95 H -5.8467 6.5207 2.9974  C91 1.092
96 H -5.9485 8.2212 2.4400  C91 1.092
97 H -4.6595 7.1575 1.8417  C91 1.092
98 C 9.1540 -10.8808 -0.2931  C99 1.505, H102 1.092, H103 1.092, H104 1.092
99 C 7.6966 -11.0389 -0.6351  C98 1.505, O100 1.218, C101 1.505
100 O 6.8484 -10.3217 -0.1360  C99 1.218
101 C 7.3280 -12.1178 -1.6181  C99 1.505, H105 1.092, H106 1.092, H107 1.092
102 H 9.2710 -10.0668 0.4256  C98 1.092
103 H 9.5323 -11.8016 0.1562  C98 1.092
104 H 9.7227 -10.6373 -1.1932  C98 1.092
105 H 7.6253 -13.0936 -1.2277  C101 1.092
106 H 7.8156 -11.9293 -2.5769  C101 1.092
107 H 6.2463 -12.1159 -1.7691  C101 1.092

Results of the Löwdin charge analysis, in e, for atoms 1 through 5: atom 1 (C): -0.136, atom 2 (C): -0.211, atom 3 (C): -0.180, atom 4 (O): -0.091, atom 5 (C): -0.345

Computed, not measured: 4 unconnected molecules or ions with the total composition C18H42N9O3 at a distorted geometry, with ωB97M-V/def2-TZVPD.

For the total energy, the calculation gives -38895.120 eV. The calculation puts the HOMO energy at -11.52 eV. Its HOMO-LUMO gap is 9.2280 eV. As for the net charge: +1. The spin multiplicity is 1. The value obtained for the LUMO energy is -2.292 eV.

Last columns: bonded neighbours and bond lengths (Å).
CARTESIAN COORDINATES (ANGSTROEM)
1 N -1.0577 0.6188 1.0849  C2 1.228, H16 1.037
2 C -0.3787 1.1125 1.9809  N1 1.228, N3 1.410, N4 1.428
3 N 0.7537 0.4355 2.4791  C2 1.410, H17 0.998, H18 0.997
4 N -0.6637 2.3503 2.6327  C2 1.428, C5 1.452, H19 0.998
5 C -0.8491 3.4406 1.6914  N4 1.452, C6 1.543, H20 1.085, H21 1.086
6 C 0.3222 4.4410 1.6063  C5 1.543, C7 1.543, H22 1.089, H23 1.080
7 C 1.7335 3.8346 1.7522  C6 1.543, C8 1.533, H24 1.079, H25 1.084
8 C 2.4391 3.7827 0.3924  C7 1.533, C9 1.522, H26 1.082, H27 1.085
9 C 1.8071 2.7075 -0.4806  C8 1.522, C10 1.523, N15 1.486, H28 1.090
10 C 1.7615 3.0360 -1.9667  C9 1.523, C11 1.513, H29 1.078, H30 1.081
11 C 0.8446 1.9959 -2.5729  C10 1.513, N12 1.494, H31 1.079, H32 1.085
12 N 1.2704 0.6105 -2.2100  C11 1.494, C13 1.355, H33 1.003
13 C 1.8660 0.4918 -0.9990  N12 1.355, N14 1.280, N15 1.346
14 N 1.7791 -0.6454 -0.4184  C13 1.280, H34 1.004, H35 0.989
15 N 2.5828 1.4439 -0.3742  C9 1.486, C13 1.346, H36 1.011
16 H -1.8178 1.3097 0.9438  N1 1.037
17 H 1.0794 0.9782 3.2506  N3 0.998
18 H 1.4516 0.3847 1.7689  N3 0.997
19 H -1.4209 2.2555 3.2767  N4 0.998
20 H -1.7158 4.0016 2.0262  C5 1.085
21 H -1.1216 3.0844 0.7019  C5 1.086
22 H 0.2676 4.8838 0.6133  C6 1.089
23 H 0.1817 5.2554 2.3012  C6 1.080
24 H 1.7646 2.8835 2.2617  C7 1.079
25 H 2.3065 4.5474 2.3344  C7 1.084
26 H 2.3412 4.7410 -0.1014  C8 1.082
27 H 3.4995 3.5857 0.5151  C8 1.085
28 H 0.8045 2.5150 -0.0986  C9 1.090
29 H 1.3793 4.0412 -2.0469  C10 1.078
30 H 2.7459 2.9583 -2.4069  C10 1.081
31 H 0.8382 2.0750 -3.6486  C11 1.079
32 H -0.1456 2.1707 -2.1640  C11 1.085
33 H 0.4202 0.0847 -2.1229  N12 1.003
34 H 2.3255 -0.8064 0.4079  N14 1.004
35 H 1.2469 -1.3877 -0.7982  N14 0.989
36 H 2.6452 1.1773 0.5985  N15 1.011
37 C 3.4106 -2.3105 1.5635  O38 1.224, N39 1.328, H42 1.105
38 O 3.4616 -1.1835 2.0377  C37 1.224
39 N 4.4220 -3.1705 1.6005  C37 1.328, C40 1.453, C41 1.456
40 C 4.3404 -4.5065 1.0351  N39 1.453, H43 1.090, H44 1.092, H45 1.083
41 C 5.6626 -2.7505 2.2375  N39 1.456, H46 1.090, H47 1.090, H48 1.085
42 H 2.5094 -2.7111 1.0654  C37 1.105
43 H 4.5130 -5.2421 1.8205  C40 1.090
44 H 5.1036 -4.6177 0.2622  C40 1.092
45 H 3.3649 -4.6819 0.5992  C40 1.083
46 H 5.4683 -2.4901 3.2775  C41 1.090
47 H 6.0536 -1.8692 1.7287  C41 1.090
48 H 6.3938 -3.5503 2.1935  C41 1.085
49 C -1.3093 -4.9720 -1.7319  O50 1.204, N51 1.335, H54 1.104
50 O -1.0008 -5.5839 -0.7422  C49 1.204
51 N -2.2340 -4.0103 -1.7686  C49 1.335, C52 1.450, C53 1.455
52 C -2.5648 -3.3042 -2.9910  N51 1.450, H55 1.095, H56 1.091, H57 1.088
53 C -2.9303 -3.6659 -0.5381  N51 1.455, H58 1.091, H59 1.090, H60 1.079
54 H -0.8387 -5.1621 -2.7117  C49 1.104
55 H -2.3736 -2.2342 -2.8577  C52 1.095
56 H -3.6203 -3.4525 -3.2236  C52 1.091
57 H -1.9652 -3.6715 -3.8213  C52 1.088
58 H -2.2068 -3.3367 0.2089  C53 1.091
59 H -3.4485 -4.5457 -0.1570  C53 1.090
60 H -3.6425 -2.8778 -0.7258  C53 1.079
61 C -4.4833 1.7501 -0.3419  O62 1.218, N63 1.331, H66 1.099
62 O -3.4971 1.8933 0.3587  C61 1.218
63 N -4.9402 0.5980 -0.8278  C61 1.331, C64 1.453, C65 1.447
64 C -6.1361 0.5373 -1.6505  N63 1.453, H67 1.091, H68 1.091, H69 1.087
65 C -4.2328 -0.6291 -0.5326  N63 1.447, H70 1.090, H71 1.091, H72 1.083
66 H -5.1057 2.6075 -0.6357  C61 1.099
67 H -6.8770 -0.1006 -1.1670  C64 1.091
68 H -5.8842 0.1206 -2.6274  C64 1.091
69 H -6.5584 1.5291 -1.7870  C64 1.087
70 H -4.1947 -0.7778 0.5470  C65 1.090
71 H -3.2108 -0.5556 -0.9086  C65 1.091
72 H -4.7360 -1.4668 -0.9992  C65 1.083

Results of the Löwdin charge analysis, in e, for atoms 1 through 5: atom 1 (N): 0.164, atom 2 (C): -0.568, atom 3 (N): 0.137, atom 4 (N): 0.024, atom 5 (C): -0.219